Entry 1:
DFT (ωB97M-V with the def2-TZVPD basis set) results for a 15-piece molecular cluster, C31H91O15 overall at a distorted geometry.

Element x y z (Å)
C 0.75448 0.94300 0.81948
C -0.25645 -0.09628 0.31625
C -0.47595 0.18018 -1.16986
O 0.08119 -1.39469 0.65141
H 1.03798 0.71090 1.84606
H 0.30591 1.93470 0.87798
H 1.64548 1.02137 0.19652
H -1.21143 0.08121 0.81084
H -0.39301 1.25413 -1.33670
H -1.39792 -0.22057 -1.59113
H 0.36658 -0.29257 -1.67460
C 4.16858 1.85786 -8.69602
C 3.86804 0.70255 -7.79962
O 4.81748 -0.26630 -7.95303
H 3.42535 2.65473 -8.72250
H 4.16814 1.50011 -9.72563
H 5.12887 2.30048 -8.43138
H 2.87640 0.26955 -7.93095
H 3.82367 0.96955 -6.74377
H 4.47137 -1.09930 -7.62452
C 7.33397 -2.17439 -1.98557
C 5.93530 -2.53358 -1.60996
O 5.75369 -2.47343 -0.24567
H 7.63664 -1.22159 -1.55123
H 7.45958 -2.01190 -3.05605
H 8.03351 -2.96208 -1.70574
H 5.76959 -3.56134 -1.93300
H 5.26074 -1.83434 -2.10405
H 4.81068 -2.41450 -0.07578
C 3.67894 -3.42215 8.20405
C 3.29528 -3.15840 6.79288
O 2.00400 -2.74318 6.74830
H 3.61571 -2.46634 8.72417
H 4.70448 -3.78148 8.28925
H 3.07995 -4.21309 8.65541
H 3.53457 -3.95551 6.08899
H 3.87615 -2.33635 6.37464
H 1.68673 -2.83394 5.84680
C 6.11443 5.65756 3.01777
C 7.12358 4.54167 2.72528
O 8.25016 5.15811 2.20557
H 5.87966 6.31836 2.18330
H 6.44382 6.17358 3.91962
H 5.14195 5.24090 3.28002
H 6.67522 4.01669 1.88179
H 7.29792 3.88088 3.57444
H 8.97908 5.20281 2.82868
C -6.41935 -2.95808 5.11717
C -5.50722 -2.22822 4.10816
O -4.82261 -3.24889 3.40054
H -7.22496 -3.33533 4.48727
H -6.85413 -2.22864 5.80055
H -5.82699 -3.71484 5.63149
H -4.76274 -1.72807 4.72759
H -5.96812 -1.39018 3.58533
H -3.94885 -2.94043 3.14956
C -2.85695 -6.63764 -2.83302
C -1.46874 -6.99314 -2.58139
O -0.67651 -5.79484 -2.69584
H -3.50302 -7.51437 -2.78795
H -2.94672 -6.18317 -3.81969
H -3.17591 -5.90896 -2.08777
H -1.16592 -7.70037 -3.35354
H -1.28567 -7.53370 -1.65274
H -0.78315 -5.25989 -1.90587
C -7.49629 -0.52793 -2.06717
C -7.05007 0.86631 -1.61051
O -7.28541 1.75646 -2.67735
H -8.56493 -0.44720 -2.26617
H -7.43440 -1.24344 -1.24722
H -6.94314 -0.91630 -2.92233
H -5.99316 0.74557 -1.37288
H -7.53400 1.24204 -0.70899
H -6.79404 2.53795 -2.41384
C -4.99132 4.44852 4.63306
C -6.42200 4.90127 4.71026
O -6.86338 4.87154 6.04973
H -4.75233 4.06440 3.64138
H -4.88623 3.52293 5.19904
H -4.24385 5.19819 4.89267
H -7.01723 4.27584 4.04495
H -6.49339 5.91995 4.32909
H -7.80172 5.06983 6.09217
C 2.21027 8.03586 -3.32417
C 1.44032 6.74202 -3.43287
O 0.16596 6.94919 -3.92976
H 1.57894 8.82887 -2.92336
H 2.57677 8.27666 -4.32207
H 3.11060 7.86346 -2.73443
H 1.24500 6.33741 -2.43977
H 1.97911 5.94416 -3.94397
H 0.21268 7.17462 -4.86175
C 1.15341 4.39343 8.67852
C 1.11848 3.08176 7.91290
O 0.86706 2.00977 8.82064
H 1.52979 5.19290 8.04033
H 1.77640 4.28082 9.56582
H 0.16278 4.59936 9.08392
H 2.12949 2.92345 7.53754
H 0.39166 3.15684 7.10409
H 0.96929 1.22809 8.27280
C -3.24213 -2.15878 -8.69078
C -4.66474 -2.61967 -8.67645
O -5.11263 -2.93391 -10.02412
H -2.52146 -2.75201 -9.25363
H -2.85816 -2.26280 -7.67597
H -3.16736 -1.11049 -8.97994
H -5.29722 -1.85957 -8.21784
H -4.77631 -3.52721 -8.08314
H -6.05295 -3.09606 -9.91871
C -0.40733 -9.56078 4.78514
C -0.50056 -8.10400 4.32490
O 0.62510 -7.77491 3.57159
H -1.07773 -9.82892 5.60169
H 0.59069 -9.82692 5.13333
H -0.59212 -10.27724 3.98474
H -0.43774 -7.45252 5.19653
H -1.45225 -7.92673 3.82394
H 0.50140 -6.96541 3.07057
C 3.67704 -6.13020 -9.18156
C 2.80204 -6.35795 -7.91938
O 3.13868 -5.41096 -6.90996
H 3.51657 -5.12462 -9.57033
H 3.29529 -6.81857 -9.93554
H 4.74322 -6.24900 -8.98853
H 2.94608 -7.35761 -7.50948
H 1.76710 -6.29466 -8.25554
H 2.53006 -5.50417 -6.17341
C -0.60061 8.84162 2.70612
C -1.84460 9.72456 2.99623
O -1.29596 10.99652 3.30513
H -0.93978 7.86669 2.35601
H -0.05016 8.70998 3.63766
H 0.00140 9.27882 1.90953
H -2.43838 9.37592 3.84119
H -2.50053 9.78577 2.12784
H -1.73747 11.59610 2.69919

Net charge: -1
HOMO level in eV: -2.73
Energy relative to the best compared isomer or geometry (same formula, charge and spin) in eV: 5.9108
Orbital gap in eV: 4.56

---

Entry 2:
DFT (ωB97M-V with the def2-TZVPD basis set) results for C22H41BrLaNP3S as an isolated structure at a distorted geometry.

Element x y z (Å)
La 0.43903 -0.91159 0.23504
P -0.28500 1.54016 1.81874
P -2.60684 -1.08927 -0.04664
P 3.06451 0.88203 0.00070
H 0.90886 -2.70558 -2.16293
C 1.58054 -2.16124 -1.47338
C 1.83312 -2.71205 -0.22306
H 1.31068 -3.61180 0.08587
C -1.01872 2.97894 0.96436
C -1.61656 0.91006 2.91459
C 0.86481 2.26571 3.02087
C -3.10921 -2.42331 -1.20117
C -3.80311 -1.38040 1.30589
C -3.30564 0.37520 -0.89968
C 4.55833 0.66183 -1.03910
C 3.94621 1.20626 1.58357
C 2.52294 2.56730 -0.51990
H 2.22585 -1.41607 -1.96562
H 2.73864 -2.43033 0.34492
H -1.39783 3.68239 1.71848
H -1.84102 2.65481 0.30952
H -0.24022 3.46829 0.36284
H -1.61487 1.51338 3.83764
H -1.46142 -0.14858 3.17721
H -2.57796 0.98068 2.39180
H 0.27557 2.86231 3.73186
H 1.61606 2.87574 2.50652
H 1.37978 1.46449 3.56684
H -4.13349 -2.23587 -1.55019
H -3.06641 -3.38364 -0.67098
H -2.42812 -2.45632 -2.06458
H -4.83749 -1.21183 0.97504
H -3.58595 -0.72195 2.15370
H -3.69626 -2.41493 1.66179
H -4.36469 0.17233 -1.12462
H -2.76818 0.54114 -1.84406
H -3.21252 1.26766 -0.26961
H 5.35192 1.33060 -0.67645
H 4.33756 0.84844 -2.09724
H 4.90131 -0.37443 -0.91893
H 4.80652 1.86449 1.39725
H 4.31357 0.24310 1.96307
H 3.28967 1.65397 2.33649
H 3.40116 3.17521 -0.78197
H 1.95317 3.06559 0.27813
H 1.88663 2.46419 -1.41335
C 0.52460 0.58746 -4.37174
C 0.06585 1.45665 -5.51958
C -1.36582 1.84549 -5.38088
C -2.24613 0.98666 -4.78551
C -1.77488 -0.15236 -4.07263
C -0.40313 -0.31531 -3.82771
S 2.13197 0.86908 -4.11998
H 0.78398 2.29964 -5.51597
H 0.20392 0.82969 -6.42845
H -1.69267 2.72345 -5.93359
H -3.33282 1.14029 -4.82649
H -2.49591 -0.90063 -3.74458
H -0.04537 -1.09406 -3.15149
Br -2.22145 -4.18397 3.16979
C -0.68963 -3.07107 3.40656
C -0.24610 -2.61266 4.63592
C 0.92049 -1.81923 4.70837
C 1.57165 -1.46786 3.52820
N 1.04106 -1.81490 2.32707
C -0.00606 -2.68751 2.25292
H -0.81290 -2.86767 5.52619
H 1.32355 -1.48176 5.66561
H 2.52123 -0.92598 3.48979
H -0.29030 -3.07052 1.26894

Net charge: +3
HOMO level in eV: -15.54
Energy relative to the best compared isomer or geometry (same formula, charge and spin) in eV: 2.9305
Orbital gap in eV: 4.23

---

Entry 3:
DFT (ωB97M-V with the def2-TZVPD basis set) results for one molecule with the formula C20H19FN4O4S at a distorted geometry.

Element x y z (Å)
C -1.38911 -2.36369 1.96014
C -0.53231 -2.29410 0.70647
O -1.14302 -1.37162 -0.17077
C -0.53464 -1.06973 -1.35161
C 0.61962 -1.66733 -1.82975
C 1.13976 -1.29452 -3.06116
C 0.51682 -0.32225 -3.81634
C -0.63665 0.28870 -3.34955
C -1.17041 -0.07532 -2.12487
N -2.32101 0.49809 -1.57260
C -3.15183 1.40488 -2.13050
O -3.09594 1.82004 -3.26721
C -4.22964 1.90252 -1.16329
S -3.58608 3.32172 -0.20276
C -2.63090 2.44465 0.92825
N -2.71040 1.17615 1.20819
N -1.74540 0.92541 2.11386
C -1.12601 2.03621 2.33147
C 0.09958 2.21410 3.15666
N 1.13517 1.32128 2.66890
C 1.31179 1.16566 1.33465
O 0.66789 1.80900 0.52764
C 2.36173 0.20310 0.88536
C 2.78715 0.32673 -0.43763
C 3.74177 -0.51696 -0.97012
C 4.28356 -1.52739 -0.19286
C 3.86904 -1.68602 1.11809
C 2.92473 -0.82217 1.63992
F 2.54997 -1.02308 2.92898
O -1.66180 3.06015 1.63028
H -2.36022 -2.78945 1.72397
H -1.53580 -1.35828 2.34643
H -0.90024 -2.97979 2.70931
H 0.48322 -1.95671 0.95572
H -0.46251 -3.28114 0.22666
H 1.12153 -2.42920 -1.25368
H 2.03487 -1.77881 -3.42199
H 0.92223 -0.03263 -4.77352
H -1.13054 1.04787 -3.93219
H -2.47960 0.22114 -0.60606
H -4.55848 1.14495 -0.45592
H -5.06557 2.30344 -1.73424
H -0.10516 1.97477 4.20101
H 0.41848 3.25903 3.06823
H 1.59164 0.72127 3.33365
H 2.33643 1.10466 -1.03456
H 4.05633 -0.38997 -1.99364
H 5.02452 -2.19640 -0.60253
H 4.26543 -2.46896 1.74554

SMILES string: CCOc1ccccc1NC(=O)CSc1nnc(CNC(=O)c2ccccc2F)o1
Net charge: 0
HOMO level in eV: -7.90
Energy relative to the best compared isomer or geometry (same formula, charge and spin) in eV: 0.5251
Orbital gap in eV: 8.26

---

Entry 4:
DFT (ωB97M-V with the def2-TZVPD basis set) results for an isolated ion of composition C5H12NO and charge +1 at a distorted geometry.

Element x y z (Å)
C -0.41321 0.48414 -2.64571
N -0.35654 0.05656 -1.45014
C -0.36016 -1.26407 -0.80394
C 0.65105 -1.26121 0.34948
C 0.24705 -0.66728 1.71516
C 0.08356 0.82663 1.94562
O 0.23592 1.63404 0.72743
H -0.48387 1.56217 -2.71384
H -0.12938 -0.20200 -3.43604
H -0.09491 0.80142 -0.73903
H -1.36626 -1.35475 -0.38637
H -0.09280 -2.01940 -1.53599
H 0.89912 -2.30325 0.54057
H 1.61464 -0.87350 0.00743
H 0.91852 -1.11856 2.44061
H -0.65414 -1.24058 1.95123
H -0.89324 1.00226 2.38277
H 0.85327 1.26079 2.56972
H -0.49323 2.27700 0.75032

SMILES string: C=[NH+]CCCCO
Net charge: +1
HOMO level in eV: -14.82
Energy relative to the best compared isomer or geometry (same formula, charge and spin) in eV: 1.2718
Orbital gap in eV: 10.16

---

Entry 5:
DFT (ωB97M-V with the def2-TZVPD basis set) results for one molecule with the formula C5H5N at a distorted geometry.

Element x y z (Å)
C -0.60969 -0.62896 0.21684
C -1.47562 -0.35924 -0.81881
C 0.61790 0.07701 0.26169
C 1.47305 -0.13304 1.44151
C 0.02661 1.15352 -1.44739
N -1.03963 0.63237 -1.66152
H -1.02005 -1.40529 0.84835
H -2.37944 -0.79005 -0.93762
H 1.26282 -0.65249 2.32296
H 2.44493 0.22897 1.63289
H 0.69912 1.87719 -1.85889

Net charge: 0
HOMO level in eV: -8.38
Energy relative to the best compared isomer or geometry (same formula, charge and spin) in eV: 4.9094
Orbital gap in eV: 7.99

---

Entry 6:
DFT (ωB97M-V with the def2-TZVPD basis set) results for one molecule with the formula C21H31N3O4S at a distorted geometry.

Element x y z (Å)
O 1.70555 -2.24880 -0.91916
C 1.17211 -2.24253 -2.00897
N 1.81586 -2.59789 -3.14814
C 3.25612 -2.66890 -3.19066
C 3.84621 -1.36384 -3.77421
C 5.33185 -1.21483 -3.42972
C 5.28826 -0.53245 -2.05628
C 3.86645 0.05839 -1.98001
O 3.22525 -0.22920 -3.21408
C -0.27819 -1.82728 -2.21598
C -1.14867 -2.26198 -1.03686
C -2.56118 -1.68041 -1.16285
N -2.51650 -0.23577 -1.25099
C -2.59533 0.54606 -0.12033
C -3.50306 0.21818 0.90230
C -3.63947 1.01227 2.01969
C -2.87721 2.15894 2.15271
S -3.02476 3.16530 3.62220
O -4.33100 2.96623 4.18014
O -2.59932 4.49728 3.30295
N -1.93673 2.58451 4.75539
C -2.17280 1.23918 5.22770
C -1.24975 0.32235 4.40220
C -0.17228 1.26346 3.83416
C -0.54226 2.65470 4.38238
C -1.99983 2.52333 1.15032
C -1.85574 1.73062 0.02946
C -1.75205 0.18438 -2.40432
C -0.30106 -0.29598 -2.32773
H 1.35523 -2.42744 -4.02909
H 3.57316 -3.52292 -3.79452
H 3.58773 -2.80422 -2.15965
H 3.64783 -1.32580 -4.85100
H 5.81465 -0.57027 -4.16393
H 5.84497 -2.17346 -3.41049
H 5.44289 -1.25278 -1.25478
H 6.04775 0.24166 -1.97077
H 3.86178 1.14440 -1.86618
H 3.29881 -0.38824 -1.15522
H -0.66588 -2.26721 -3.14154
H -0.68614 -1.90925 -0.11309
H -1.20113 -3.35109 -0.99425
H -3.03791 -2.06251 -2.07293
H -3.15854 -1.99424 -0.30991
H -4.13224 -0.65254 0.80762
H -4.35565 0.76984 2.78901
H -3.23223 1.01338 5.12437
H -1.90729 1.19954 6.28883
H -0.81834 -0.45728 5.02761
H -1.80451 -0.15651 3.59608
H 0.82787 0.97415 4.15182
H -0.19659 1.26125 2.74500
H -0.41144 3.46376 3.66662
H 0.03960 2.88265 5.28101
H -1.43708 3.43744 1.25704
H -1.14975 2.03840 -0.72424
H -2.23070 -0.25972 -3.28566
H -1.80725 1.26722 -2.51161
H 0.18045 0.12417 -1.44277
H 0.25951 0.03229 -3.20468

SMILES string: O=C(NC[C@@H]1CCCO1)C1CCN(c2ccc(S(=O)(=O)N3CCCC3)cc2)CC1
Net charge: 0
HOMO level in eV: -8.04
Energy relative to the best compared isomer or geometry (same formula, charge and spin) in eV: 1.6021
Orbital gap in eV: 8.56